Record 1
13
Properties=species:S:1:pos:R:3:nbo_charge:R:1 method="wB97M-V/def2-TZVPD" e_homo_ev="-12.77 / -12.27" charge=+1 mol_weight_g_mol=209.01 largest_force_ev_per_a=3.92 gap_ev="7.5 / 7.1"
C -1.405 -0.951 0.094 -0.502
C -2.394 -0.076 -0.099 -0.086
C -0.042 -0.479 0.019 0.495
C -0.512 1.863 0.043 -0.062
N 0.260 0.799 -0.115 -0.496
N 0.986 -1.410 -0.045 -0.735
I -4.449 0.044 -0.055 0.425
H -1.619 -2.121 0.120 0.273
H -0.114 2.769 -0.344 0.222
H -1.277 1.758 0.665 0.206
H 1.259 0.867 -0.247 0.423
H 0.597 -2.312 -0.356 0.421
H 1.914 -1.200 -0.332 0.417

***

Record 2
13
Properties=species:S:1:pos:R:3:nbo_charge:R:1 method="wB97M-V/def2-TZVPD" e_homo_ev=-7.46 mol_weight_g_mol=211.00 largest_force_ev_per_a=3.96 gap_ev=8.0
C 0.119 0.301 0.893 0.055
C 0.342 1.317 -0.245 -0.464
C 1.305 0.275 -0.726 -0.528
C -0.272 -1.826 0.137 0.437
N -0.716 -0.802 0.744 -0.546
O -1.058 -2.845 -0.257 -0.664
I 3.149 -0.210 0.125 0.154
H 0.858 0.232 1.718 0.204
H -0.582 1.255 -0.699 0.235
H 0.739 2.209 0.158 0.221
H 0.863 -0.188 -1.647 0.230
H 0.740 -1.864 -0.316 0.176
H -1.904 -2.807 0.146 0.491

***

Record 3
13
Properties=species:S:1:pos:R:3:nbo_charge:R:1 method="wB97M-V/def2-TZVPD" e_homo_ev=-9.79 smiles=C[C@H](O)[C@H](I)C#N mol_weight_g_mol=211.00 largest_force_ev_per_a=4.27 gap_ev=9.4
C 1.211 0.043 1.117 -0.670
C 0.104 -0.599 0.318 0.208
O 0.603 -1.376 -0.703 -0.705
C -0.888 0.764 -0.476 -0.491
I -2.048 1.601 1.221 0.116
C -1.639 0.105 -1.435 0.190
N -1.983 -0.625 -2.271 -0.276
H 0.933 1.013 1.566 0.233
H 2.085 0.148 0.348 0.212
H 1.579 -0.738 1.812 0.235
H -0.700 -1.046 0.897 0.195
H 0.917 -0.883 -1.450 0.483
H -0.174 1.592 -0.943 0.270

***

Record 4
13
Properties=species:S:1:pos:R:3:lowdin_spin:R:1 method="wB97M-V/def2-TZVPD" e_homo_ev="-5.81 / -10.37" mol_weight_g_mol=211.00 s_squared=2.01 largest_force_ev_per_a=4.85 gap_ev="6.4 / 6.7" multiplicity=3
C -1.471 -0.489 0.293 0.026
C 0.882 -0.785 0.974 0.019
C 0.294 0.307 -1.281 0.501
C -0.120 0.084 0.322 0.031
N -2.548 -0.852 0.268 0.015
O -0.093 1.313 1.071 0.000
I -1.385 0.966 -2.556 1.365
H 1.527 -1.102 0.287 0.006
H 0.388 -1.651 1.336 0.003
H 1.329 -0.211 1.704 0.001
H 1.130 0.968 -1.150 0.025
H 0.725 -0.484 -1.854 0.010
H -0.657 1.936 0.585 -0.001